# 1
DFT (ωB97M-V with the def2-TZVPD basis set) results for an isolated molecule of C2H3NS3.

```
9
Properties=species:S:1:pos:R:3:mulliken_charge:R:1
S 1.47 -1.87 0.89 -0.219
C 0.73 -0.56 0.52 -0.431
S -0.96 -0.25 1.01 0.025
C -1.19 1.37 0.44 0.209
N -0.70 1.80 -0.60 -0.452
S -0.01 0.90 -2.00 -0.069
H 1.21 0.44 0.14 0.404
H -1.73 1.99 1.33 0.293
H 0.23 -0.41 -1.45 0.239
```

## Properties
**E_LUMO**: -0.028 Eh
**Kohn-Sham gap**: 0.3056 hartree
**Structure (SMILES)**: S=CS/C=N\S
**E**: -36115.5856 eV
**Relative energy (zero: lowest compared OMol25 entry of this formula, charge and spin)**: 58.6 kcal/mol
**HOMO energy**: -9.089 eV

# 2
DFT (ωB97M-V with the def2-TZVPD basis set) results for an isolated molecule of C2H5N3.

```
10
Properties=species:S:1:pos:R:3:mulliken_charge:R:1
C -0.67 -1.52 1.05 -0.630
N -0.61 -0.34 0.25 -0.440
C 0.33 0.41 0.05 0.398
N 1.22 1.21 -0.12 0.072
N 2.15 1.68 -0.91 -0.695
H -0.95 -1.16 2.00 0.276
H -1.34 -2.20 0.68 0.240
H 0.38 -1.96 1.13 0.256
H 2.91 2.14 -0.30 0.274
H 1.75 2.42 -1.48 0.249
```

## Properties
**E_LUMO**: 0.035 Eh
**Kohn-Sham gap**: 0.3272 hartree
**Structure (SMILES)**: CN=C=NN
**E**: -6622.4443 eV
**Relative energy (zero: lowest compared OMol25 entry of this formula, charge and spin)**: 57.5 kcal/mol
**HOMO energy**: -7.940 eV

# 3
DFT (ωB97M-V with the def2-TZVPD basis set) results for a cluster of 29 separate species, C10H76BrN4O30 in total.

```
121
Properties=species:S:1:pos:R:3:mulliken_charge:R:1
C 2.20 -0.36 -0.74 -0.801
C 1.64 -0.33 -2.19 -0.166
C 1.19 -1.68 -2.76 -0.766
Br 2.48 -3.10 -2.30 -0.133
C -0.26 -2.18 -2.36 -0.662
N -0.18 -3.25 -1.33 0.714
C -0.57 -2.93 -0.11 -1.419
N -0.94 -3.94 0.73 -0.021
N -0.56 -1.66 0.36 0.348
C -1.42 -0.79 -0.51 -1.087
N -1.21 0.61 -0.16 -0.492
C -1.26 -1.07 -2.01 1.790
C -2.67 -1.53 -2.53 -2.360
C -3.75 -0.47 -2.45 -0.677
O -3.31 0.86 -2.87 -0.030
C -4.18 1.76 -2.28 -0.347
O -4.02 2.19 -1.19 -0.410
H 1.72 0.46 -0.21 0.327
H 3.26 -0.16 -0.71 0.466
H 2.03 -1.30 -0.22 -0.165
H 0.88 0.45 -2.27 -0.125
H 2.47 0.00 -2.81 0.666
H 1.25 -1.64 -3.85 0.707
H -0.65 -2.65 -3.27 0.542
H -0.62 -4.12 -1.66 0.018
H -0.70 -3.83 1.70 0.471
H -1.37 -4.78 0.39 0.099
H -1.03 -1.70 1.26 0.686
H -2.46 -1.04 -0.23 0.690
H -1.94 0.82 0.52 0.407
H -1.49 1.15 -0.98 0.126
H -1.04 -0.16 -2.55 0.361
H -2.99 -2.45 -2.03 0.286
H -2.55 -1.79 -3.58 0.609
H -4.62 -0.74 -3.05 0.429
H -4.10 -0.38 -1.41 0.590
H -5.05 1.98 -2.91 0.481
O -7.16 0.38 -0.88 -0.557
H -6.33 0.85 -0.74 0.278
H -7.84 1.01 -0.63 0.300
O -1.52 -5.81 -1.93 -0.652
H -1.60 -6.51 -1.27 0.277
H -1.21 -6.28 -2.72 0.284
O 4.54 0.73 1.11 -0.493
H 5.31 0.60 1.67 0.359
H 3.92 1.21 1.66 0.238
O 2.85 0.17 3.20 -0.581
H 2.16 0.01 3.87 0.258
H 2.72 -0.54 2.56 0.315
O -3.26 -2.43 2.15 -0.658
H -2.92 -2.77 2.99 0.340
H -2.89 -3.03 1.49 0.283
O -4.46 -3.25 -4.36 -0.600
H -5.26 -2.88 -3.96 0.268
H -4.45 -2.88 -5.25 0.325
O -5.80 -1.26 3.17 -0.575
H -4.94 -1.67 2.99 0.350
H -6.44 -1.91 2.85 0.292
O 5.56 2.36 3.20 -0.463
H 4.78 2.71 3.66 0.123
H 5.50 2.75 2.32 0.317
O 4.96 5.11 1.83 -0.575
H 4.79 5.91 2.34 0.284
H 5.64 5.37 1.20 0.292
O -6.92 -1.72 -3.21 -0.665
H -6.86 -1.39 -2.31 0.289
H -7.87 -1.76 -3.39 0.314
O 7.08 -0.62 2.24 -0.607
H 7.84 -1.18 2.05 0.270
H 7.27 -0.27 3.12 0.299
O -4.83 2.80 -5.98 -0.651
H -5.68 3.17 -5.70 0.367
H -4.38 2.56 -5.17 0.293
O -1.57 -0.38 -5.11 -0.586
H -2.36 0.01 -4.72 0.196
H -1.53 0.00 -5.99 0.349
O 2.19 -3.54 1.62 -0.613
H 1.36 -3.27 1.23 0.405
H 2.24 -4.49 1.44 0.361
O 5.89 5.80 4.51 -0.559
H 6.10 4.86 4.47 0.295
H 6.64 6.18 4.98 0.267
O 8.85 2.55 2.65 -0.664
H 9.01 2.86 3.55 0.320
H 7.89 2.55 2.57 0.334
O 3.92 7.90 3.18 -0.645
H 3.13 8.25 3.61 0.310
H 4.46 7.57 3.91 0.326
O 1.64 -6.39 0.36 -0.705
H 0.85 -6.05 0.80 0.306
H 1.61 -5.99 -0.52 0.350
O -0.62 2.28 -2.70 -0.623
H -1.36 1.81 -3.09 0.136
H -0.66 3.17 -3.07 0.336
O 3.96 -1.79 5.14 -0.614
H 3.24 -2.32 4.79 0.269
H 3.81 -0.91 4.79 0.385
O -4.68 1.70 3.17 -0.603
H -5.48 2.03 2.75 0.293
H -4.72 0.75 3.01 0.298
O -0.60 5.22 -4.38 -0.614
H -0.75 6.04 -3.91 0.310
H 0.15 5.40 -4.96 0.311
O 1.35 -8.25 -2.07 -0.622
H 2.08 -8.83 -2.29 0.311
H 1.54 -7.95 -1.17 0.344
O -7.10 4.58 -6.27 -0.623
H -7.91 4.95 -5.89 0.307
H -7.07 4.94 -7.16 0.295
O 6.39 3.20 6.25 -0.592
H 6.00 2.38 5.94 0.280
H 6.00 3.35 7.12 0.293
O 9.54 -1.58 3.71 -0.594
H 9.87 -2.27 4.30 0.297
H 10.27 -0.96 3.64 0.308
O 3.29 3.33 4.97 -0.639
H 2.54 2.84 4.61 0.296
H 3.18 4.22 4.62 0.311
O -9.45 1.40 0.92 -0.602
H -10.31 1.73 1.21 0.294
H -9.01 1.16 1.74 0.312
```

## Properties
**E_LUMO**: -0.111 Eh
**Kohn-Sham gap**: 0.3186 hartree
**Net charge**: +1
**E**: -149026.4566 eV
**HOMO energy**: -11.698 eV

# 4
DFT (ωB97M-V with the def2-TZVPD basis set) results for a cluster of 2 separate species, C11H14N8O4Si in total.

```
38
Properties=species:S:1:pos:R:3:mulliken_charge:R:1
O 3.25 1.46 2.24 -0.615
N 2.84 0.35 1.82 0.975
O 3.57 -0.66 1.74 -0.578
C 1.43 0.19 1.49 -0.131
C 0.55 1.25 1.87 -0.176
C -0.82 1.01 1.97 -0.304
N -1.79 2.08 2.21 0.894
O -3.01 1.86 2.20 -0.535
O -1.31 3.23 2.39 -0.600
C -1.28 -0.35 1.80 0.498
N -2.44 -0.98 2.05 -0.281
N -2.21 -2.30 1.82 -0.595
N -0.98 -2.53 1.45 -0.470
N -0.35 -1.32 1.42 0.644
C 1.01 -1.13 1.33 0.444
H 0.96 2.19 2.25 0.521
H 1.66 -2.03 1.60 0.200
C 3.01 -1.39 -4.91 -0.933
Si 2.35 -3.03 -4.33 0.113
C 0.61 -3.34 -4.89 -0.943
C 3.49 -4.43 -4.84 -1.029
N 2.23 -2.87 -2.42 0.132
C 2.96 -3.65 -1.49 -0.428
C 2.61 -3.22 -0.24 -0.691
N 1.71 -2.19 -0.33 -0.085
C 1.48 -2.01 -1.62 -0.246
H 3.02 -1.34 -6.01 0.330
H 2.39 -0.57 -4.54 0.331
H 4.04 -1.23 -4.56 0.328
H 0.54 -3.35 -5.99 0.332
H 0.24 -4.31 -4.53 0.325
H -0.06 -2.55 -4.52 0.328
H 3.54 -4.52 -5.94 0.335
H 4.52 -4.27 -4.49 0.318
H 3.14 -5.40 -4.46 0.322
H 3.63 -4.44 -1.79 0.446
H 2.94 -3.61 0.69 0.435
H 0.76 -1.30 -2.01 0.390
```

## Properties
**E_LUMO**: -0.039 Eh
**Kohn-Sham gap**: 0.2991 hartree
**Structure (SMILES)**: O=[N+]([O-])c1cc([N+](=O)[O-])c2nnnn2c1.C[Si](C)(C)n1ccnc1
**E**: -39615.3104 eV
**Relative energy (zero: lowest compared OMol25 entry of this formula, charge and spin)**: 21.4 kcal/mol
**HOMO energy**: -9.188 eV

# 5
DFT (ωB97M-V with the def2-TZVPD basis set) results for an isolated molecule of C21H24FN3O4S.

```
54
Properties=species:S:1:pos:R:3:mulliken_charge:R:1
C -4.35 -1.89 -4.76 -0.985
C -3.56 -1.09 -3.58 -0.102
O -2.61 -0.22 -4.26 -0.370
C -2.26 0.87 -3.37 -0.772
C -1.45 0.45 -2.06 -0.351
O -0.23 -0.34 -2.36 -0.480
C 0.69 0.07 -1.31 -0.241
C 1.84 1.05 -1.71 0.833
C 2.15 1.61 -3.17 0.211
C 0.89 2.25 -3.93 -0.936
F 2.66 0.50 -3.96 -0.345
C 2.79 1.52 -0.57 -1.173
C 2.63 1.04 0.93 0.235
N 3.55 1.58 1.89 -0.553
C 3.31 1.13 3.22 0.361
C 4.27 1.73 4.38 -0.954
C 2.18 0.10 3.54 -0.015
S 2.02 -0.42 5.35 1.266
C 1.30 1.04 6.25 -0.917
O 1.05 -1.57 5.46 -0.649
O 3.38 -0.84 5.91 -0.636
N 1.24 -0.49 2.65 -0.301
C 1.51 0.05 1.34 0.387
C 0.54 -0.44 0.17 0.539
C -0.66 -1.48 0.44 0.105
C -1.74 -1.21 1.56 -0.185
C -2.80 -2.36 1.62 -0.370
C -2.84 -3.60 0.69 -0.239
N -1.83 -3.80 -0.29 -0.562
C -0.83 -2.79 -0.36 0.030
H -3.70 -2.78 -5.04 0.265
H -4.46 -1.11 -5.61 0.255
H -5.40 -2.17 -4.41 0.325
H -2.99 -1.79 -2.87 0.134
H -4.36 -0.54 -2.98 0.272
H -1.77 1.70 -4.00 0.316
H -3.27 1.32 -3.00 0.359
H -1.12 1.35 -1.44 0.502
H -2.14 -0.19 -1.39 0.327
H 2.96 2.43 -3.10 0.324
H 1.24 2.86 -4.85 0.387
H 0.25 2.85 -3.21 0.312
H 0.29 1.37 -4.37 0.102
H 3.63 2.26 -0.83 0.188
H 3.65 2.05 5.30 0.298
H 5.11 1.00 4.62 0.239
H 4.74 2.69 3.96 0.325
H 0.16 0.94 6.39 0.313
H 1.87 1.20 7.23 0.345
H 1.50 1.99 5.60 0.333
H -1.73 -0.30 2.25 0.332
H -3.64 -2.27 2.40 0.282
H -3.67 -4.39 0.77 0.326
H 0.00 -2.98 -1.15 0.309
```

## Properties
**E_LUMO**: -0.062 Eh
**Kohn-Sham gap**: 0.2556 hartree
**Structure (SMILES)**: CCOCCOc1c([C@H](C)F)cc2nc(C)c(S(C)(=O)=O)nc2c1-c1cccnc1
**E**: -48366.8431 eV
**Relative energy (zero: lowest compared OMol25 entry of this formula, charge and spin)**: 329.7 kcal/mol
**HOMO energy**: -8.633 eV

# 6
DFT (ωB97M-V with the def2-TZVPD basis set) results for a structure of composition C33H57CaN3O4Si.

```
99
Properties=species:S:1:pos:R:3:mulliken_charge:R:1
O 0.44 -2.64 -1.66 -0.168
O -1.06 -1.92 -3.46 0.415
C 1.80 -2.68 -2.23 -0.288
C 2.77 -3.35 -1.28 -1.552
H 2.06 -1.64 -2.43 0.286
H 1.73 -3.23 -3.18 0.378
H 2.86 -2.81 -0.32 0.313
H 3.75 -3.35 -1.76 0.428
H 2.50 -4.39 -1.07 0.374
C -0.15 -3.97 -1.43 -0.357
C -0.14 -4.86 -2.64 -1.076
H -1.16 -3.77 -1.06 0.365
H 0.43 -4.40 -0.60 0.571
H -0.56 -4.38 -3.54 0.066
H -0.75 -5.74 -2.41 0.436
H 0.87 -5.23 -2.87 0.328
C -2.52 -1.75 -3.13 -0.075
C -0.54 -1.23 -4.67 0.203
C -3.26 -2.98 -3.58 -1.303
H -2.84 -0.85 -3.66 0.384
H -2.55 -1.60 -2.05 0.161
H -3.18 -3.12 -4.66 0.283
H -4.31 -2.86 -3.32 0.455
H -2.89 -3.88 -3.07 0.265
C -0.94 -2.01 -5.89 -1.406
H 0.54 -1.17 -4.52 0.264
H -0.97 -0.22 -4.65 0.064
H -0.72 -3.08 -5.78 0.277
H -0.37 -1.63 -6.74 0.431
H -2.00 -1.89 -6.11 0.353
H -0.39 -2.08 -2.61 0.159
N 1.59 1.13 2.25 1.612
C 1.48 2.43 2.53 -0.033
C 0.31 3.19 2.30 -1.333
C -0.99 2.79 1.96 0.699
C 2.65 3.19 3.12 -1.674
H 3.45 3.33 2.38 0.276
H 3.08 2.70 4.00 0.302
H 2.32 4.19 3.43 0.496
C -2.00 3.89 1.71 -1.890
H -2.82 3.87 2.44 0.409
H -2.44 3.81 0.71 0.193
H -1.51 4.87 1.79 0.457
N -1.39 1.51 1.89 1.741
C 2.80 0.40 2.50 -1.130
C 3.81 0.32 1.51 1.648
C 3.69 1.02 0.19 -0.830
C 4.96 -0.43 1.76 -0.742
H 5.73 -0.49 0.98 0.451
C 5.12 -1.09 2.98 -0.785
H 6.03 -1.67 3.16 0.385
C 4.15 -0.99 3.97 -0.906
H 4.28 -1.49 4.93 0.418
C 2.99 -0.25 3.75 1.066
C 1.94 -0.16 4.81 -1.191
C -2.69 1.10 2.28 -0.992
C -3.72 0.91 1.32 1.281
C -3.49 1.24 -0.12 -1.274
C -4.96 0.45 1.74 -0.794
H -5.75 0.30 1.00 0.430
C -5.20 0.15 3.08 -0.783
H -6.16 -0.25 3.39 0.381
C -4.20 0.37 4.04 -0.996
H -4.38 0.14 5.09 0.386
C -2.96 0.87 3.66 1.159
C -1.90 1.16 4.67 -1.140
Ca 0.03 -0.15 1.01 1.481
H 3.58 0.29 -0.63 0.218
H 4.60 1.61 -0.02 0.422
H 2.83 1.71 0.16 -0.783
H 1.52 0.85 4.90 0.225
H 2.39 -0.41 5.78 0.487
H 1.12 -0.87 4.63 0.153
H -4.10 0.59 -0.75 0.428
H -2.44 1.13 -0.42 -0.081
H -3.78 2.28 -0.35 0.309
H -0.94 0.71 4.39 -0.078
H -2.20 0.74 5.64 0.460
H -1.76 2.24 4.82 0.284
H 0.45 4.27 2.42 0.112
C 0.32 0.63 -1.30 0.197
Si 0.49 2.32 -2.03 0.156
H 1.21 0.01 -1.51 -0.774
H -0.54 0.12 -1.75 0.022
C 1.74 2.21 -3.43 -1.087
C 1.07 3.74 -0.95 -0.970
C -1.21 2.83 -2.66 -0.933
H -1.76 1.98 -3.09 0.062
H -1.07 3.59 -3.44 0.432
H -1.82 3.27 -1.86 0.221
H 2.68 1.76 -3.07 0.276
H 1.95 3.22 -3.79 0.351
H 1.36 1.60 -4.26 0.201
H 1.90 3.50 -0.28 0.156
H 0.25 4.16 -0.34 0.173
H 1.42 4.54 -1.62 0.547
O -0.60 -3.59 3.71 -0.436
N -0.60 -2.99 2.64 -0.030
O -0.38 -1.70 2.66 -0.529
```

## Properties
**E_LUMO**: -0.007 Eh
**Kohn-Sham gap**: 0.2394 hartree
**E**: -74120.2532 eV
**Relative energy (zero: lowest compared OMol25 entry of this formula, charge and spin)**: 64.0 kcal/mol
**HOMO energy**: -6.709 eV